The following is a DFT calculation (ωB97M-V/def2-TZVPD) of a cluster of 9 separate species, C40H107N9O11 in total.

```
167
Properties=species:S:1:pos:R:3
C 6.8977 2.4841 0.7664
O 7.0204 1.0497 0.7015
C 8.3352 0.4754 0.4492
C 8.2202 -0.9659 0.5373
C 9.4810 -1.7559 0.0518
N 7.1242 -1.3716 -0.3111
H 7.0711 2.9917 -0.1825
H 7.4067 2.8791 1.6456
H 5.8517 2.7372 0.9395
H 8.5175 0.7204 -0.5972
H 9.0190 0.7680 1.2461
H 7.9685 -1.2436 1.5608
H 9.4446 -2.8017 0.3570
H 10.3865 -1.3887 0.5348
H 9.7903 -1.5615 -0.9751
H 6.7295 -0.5281 -0.7021
H 6.4103 -1.7615 0.2876
C 0.4267 -4.1690 -2.8073
O 1.3298 -3.5845 -3.6078
C 1.7088 -4.2536 -4.8069
C 2.4312 -5.6394 -4.5291
C 3.5700 -5.7278 -3.5396
N 2.9487 -6.2670 -5.7228
H -0.0005 -3.4164 -2.1446
H 0.6731 -5.0633 -2.2350
H -0.3092 -4.6435 -3.4564
H 0.8589 -4.3720 -5.4790
H 2.4787 -3.6886 -5.3323
H 1.7650 -6.3969 -4.1162
H 3.3094 -6.0104 -2.5197
H 3.7889 -4.6649 -3.4377
H 4.4455 -6.2943 -3.8568
H 3.5672 -6.9995 -5.4049
H 2.1328 -6.7357 -6.0898
C 2.3870 -6.6652 2.0839
O 1.7681 -5.6452 2.8251
C 0.5443 -5.9603 3.4201
C -0.7096 -5.4930 2.4751
C -0.8142 -3.9711 2.3635
N -1.9629 -5.9404 3.1027
H 2.0127 -6.6786 1.0603
H 2.1408 -7.6678 2.4338
H 3.4702 -6.6285 2.1997
H 0.3715 -7.0108 3.6539
H 0.3857 -5.3670 4.3206
H -0.7075 -5.9629 1.4916
H -1.7178 -3.6537 1.8430
H 0.1156 -3.5109 2.0289
H -1.0627 -3.5851 3.3521
H -2.7664 -5.5692 2.6161
H -1.9788 -5.4881 4.0056
C -4.4125 2.9447 0.7991
O -4.4406 3.9847 1.8440
C -5.1832 5.1342 1.5220
C -4.3253 6.2625 1.0969
C -4.9888 7.5909 1.1135
N -3.9668 6.1207 -0.3576
H -3.8258 3.1123 -0.1041
H -5.4431 2.8510 0.4566
H -4.1522 1.9236 1.0779
H -5.9936 4.9662 0.8127
H -5.5242 5.4472 2.5088
H -3.4107 6.4376 1.6634
H -6.0514 7.5354 0.8773
H -4.4667 8.3992 0.6015
H -5.0863 7.9053 2.1527
H -4.1625 5.1509 -0.5607
H -2.9637 6.2241 -0.3013
C -4.5370 -1.1311 -1.8724
O -3.4105 -1.0144 -2.6083
C -3.5769 -0.5366 -3.8746
C -2.2372 -0.7295 -4.6947
C -2.1858 -0.0601 -6.0738
N -1.8875 -2.1357 -4.7038
H -4.3851 -1.4857 -0.8530
H -5.3079 -1.7320 -2.3549
H -4.9825 -0.1462 -1.7323
H -4.4513 -0.9524 -4.3752
H -3.8763 0.5013 -3.7292
H -1.4312 -0.2320 -4.1552
H -1.2094 -0.1506 -6.5498
H -2.5509 0.9649 -6.0090
H -2.8736 -0.5596 -6.7560
H -0.9047 -2.2426 -4.4969
H -2.2839 -2.4303 -3.8228
C -9.3413 2.3540 1.2765
O -8.0572 1.6617 1.3946
C -7.9561 0.8563 2.6313
C -6.6566 -0.0486 2.6071
C -6.8581 -1.1524 1.5946
N -6.4656 -0.6249 3.9072
H -9.5272 3.0628 2.0835
H -10.1894 1.6695 1.2955
H -9.1479 2.9111 0.3598
H -7.8298 1.5361 3.4739
H -8.7735 0.1415 2.7271
H -5.7888 0.5815 2.4118
H -5.9754 -1.7775 1.4593
H -7.2179 -0.7586 0.6440
H -7.6549 -1.8750 1.7705
H -7.4047 -0.8398 4.2104
H -6.2835 0.0978 4.5889
C 10.6931 2.3164 3.6392
O 9.6496 2.2002 4.5841
C 9.3523 0.8475 4.9574
C 7.9796 0.7379 5.7381
C 6.7655 1.2811 4.9030
N 8.1704 1.6303 6.8583
H 11.3301 3.1933 3.7541
H 10.4244 2.1476 2.5964
H 11.3136 1.4358 3.8055
H 9.3633 0.1440 4.1250
H 10.1021 0.5452 5.6885
H 7.7215 -0.2464 6.1285
H 5.8145 1.4224 5.4166
H 6.5270 0.5542 4.1265
H 7.1923 2.2210 4.5529
H 8.7515 2.3744 6.4996
H 7.3189 2.0489 7.2043
C 0.2871 3.5594 -1.5856
O -1.0474 3.4884 -2.1056
C -1.2527 4.1778 -3.4062
C -2.7170 4.6092 -3.4517
N -3.6389 3.5154 -3.3729
C -5.0090 4.0066 -3.0298
C -6.1271 3.0854 -3.3927
O -6.1121 1.8333 -2.6848
C -7.1784 0.9574 -2.9610
H 0.2922 2.9198 -0.7030
H 0.6829 4.5612 -1.4187
H 0.9881 3.0165 -2.2196
H -0.8881 3.5525 -4.2212
H -0.5637 5.0165 -3.5063
H -2.8913 5.1086 -4.4048
H -2.7244 5.3018 -2.6100
H -3.2853 3.1502 -2.5001
H -5.1268 5.0208 -3.4114
H -5.1846 4.1388 -1.9622
H -6.0330 2.8139 -4.4441
H -7.0826 3.5926 -3.2591
H -7.2452 0.1458 -2.2364
H -7.1080 0.5185 -3.9562
H -8.0991 1.5363 -3.0328
C -2.5148 -0.5718 1.8140
O -1.3514 -0.0903 1.2129
C -1.1254 -0.8516 0.0282
C 0.3053 -0.2622 -0.4888
N 1.4747 -0.8510 0.2937
C 2.7272 -0.5056 -0.3682
C 3.3493 0.7100 0.3164
O 3.4331 0.6766 1.6920
C 4.2590 -0.3395 2.3500
H -3.2882 -0.6457 1.0494
H -2.7930 0.1425 2.5889
H -2.1913 -1.4984 2.2882
H -1.9447 -0.7225 -0.6789
H -1.0144 -1.9144 0.2434
H 0.2288 0.8028 -0.2695
H 0.3917 -0.4759 -1.5542
H 1.4461 -0.5662 1.2623
H 2.6291 -0.3730 -1.4456
H 3.4247 -1.3272 -0.2050
H 2.9318 1.6161 -0.1227
H 4.3952 0.7300 0.0102
H 3.9948 -1.3529 2.0477
H 3.8603 -0.4773 3.3550
H 5.3085 -0.0500 2.4031
```

## Properties
- Total charge: 0
- ΔE to the lowest compared entry with this formula, charge and spin: 138.8 kcal per mole


The following is a DFT calculation (ωB97M-V/def2-TZVPD) of a cluster of 13 separate species, C40H107NO13 in total.

```
161
Properties=species:S:1:pos:R:3
C -3.3630 -1.1069 -5.4223
C -4.3982 -1.0305 -4.2766
C -3.6991 -1.2808 -2.9640
O -4.9748 0.2742 -4.2996
H -2.5507 -0.3790 -5.2998
H -3.8328 -0.8914 -6.3777
H -2.9371 -2.1232 -5.4574
H -5.2352 -1.7174 -4.4024
H -4.4103 -1.0507 -2.1678
H -2.7715 -0.6971 -2.9142
H -3.4766 -2.3416 -2.9253
H -4.2537 0.9234 -4.1425
C 2.0603 -1.6468 5.6427
C 2.6763 -1.9950 4.3476
C 3.5594 -0.8333 3.8603
O 3.3767 -3.2189 4.5041
H 2.8069 -1.4584 6.4023
H 1.4774 -2.4717 6.0632
H 1.4284 -0.7657 5.6937
H 1.8744 -2.1773 3.6154
H 4.2805 -0.5836 4.6308
H 3.0404 0.1041 3.7201
H 4.0841 -0.9517 2.9169
H 3.7630 -3.4097 3.6468
C 5.7648 -1.9800 -1.9707
C 5.8339 -2.3909 -0.5334
C 5.4894 -1.2438 0.4211
O 4.8791 -3.4788 -0.2793
H 4.7433 -1.7498 -2.2044
H 5.9398 -2.8619 -2.5790
H 6.5081 -1.2127 -2.1304
H 6.8000 -2.8624 -0.3557
H 5.3939 -1.6233 1.4462
H 4.6177 -0.7180 0.0585
H 6.3450 -0.5791 0.3232
H 4.0062 -3.1764 -0.5985
C -0.7253 5.3115 -0.2366
C -0.1082 5.1685 1.2191
C -0.4828 3.7674 1.7084
O 1.3092 5.3021 1.1950
H -0.5577 6.3533 -0.4714
H -1.7929 5.0532 -0.2604
H -0.0722 4.6630 -0.8060
H -0.5190 5.9432 1.8887
H -0.1655 3.5235 2.7110
H 0.0335 2.9895 1.1483
H -1.5570 3.6132 1.6392
H 1.7311 4.6247 0.6413
C -4.2830 2.7503 0.9704
C -4.1451 1.9716 -0.3876
C -5.1701 2.4785 -1.3904
O -2.8556 2.1550 -0.8953
H -3.4269 2.4938 1.6078
H -5.1954 2.4164 1.4762
H -4.2929 3.8299 0.8426
H -4.3390 0.9297 -0.0869
H -4.7661 3.3213 -1.9505
H -6.1249 2.7462 -0.9314
H -5.3923 1.6680 -2.0944
H -2.2566 1.8566 -0.2123
C 2.4674 2.7050 -5.7492
C 3.7905 2.1321 -6.1580
C 4.3293 1.2350 -5.0067
O 3.6937 1.3010 -7.2870
H 2.3708 3.4981 -4.9927
H 1.8190 1.8768 -5.4540
H 2.0566 3.2165 -6.6209
H 4.4410 3.0013 -6.3812
H 5.2410 0.7366 -5.3209
H 3.5843 0.4518 -4.8344
H 4.4064 1.7991 -4.0695
H 3.3618 1.7908 -8.0418
C -1.3370 -3.9178 5.3864
C -0.8259 -3.4822 4.0077
C 0.2039 -4.4821 3.5146
O -1.9670 -3.4004 3.1145
H -1.6315 -4.9686 5.3688
H -2.2154 -3.3651 5.7227
H -0.5339 -3.8835 6.1266
H -0.4537 -2.4594 3.9392
H -0.1181 -5.4967 3.7469
H 1.1594 -4.2517 3.9559
H 0.3075 -4.4102 2.4218
H -2.2149 -4.3164 2.9287
C -4.9476 -3.1573 1.3178
C -4.2743 -1.7847 1.1024
C -4.5265 -0.9196 2.3693
O -2.8703 -1.9665 0.8701
H -4.4323 -3.6737 2.1303
H -4.9351 -3.7333 0.3911
H -6.0051 -3.0469 1.6137
H -4.7427 -1.3255 0.2235
H -4.2177 -1.5198 3.2410
H -5.5796 -0.6947 2.5311
H -3.9113 -0.0254 2.2995
H -2.4898 -2.3930 1.6778
C -0.6416 3.2445 -3.4221
C -1.8669 3.1251 -4.2281
C -1.6189 2.7925 -5.6728
O -2.7492 2.1482 -3.7170
H -0.9103 3.5528 -2.4156
H -0.0128 4.0620 -3.7753
H -0.1199 2.2976 -3.4774
H -2.3683 4.1140 -4.1600
H -1.0326 1.8668 -5.7729
H -1.0172 3.6070 -6.0978
H -2.5547 2.7218 -6.2287
H -2.7990 2.1435 -2.7318
C -1.3690 0.1798 6.4563
C -1.9864 0.4932 5.1263
C -3.1691 1.4530 5.2817
O -0.9823 1.0747 4.2161
H -1.2765 1.0945 7.0452
H -0.4456 -0.3274 6.2265
H -2.0421 -0.5041 6.9712
H -2.3276 -0.4197 4.6376
H -2.9123 2.4468 5.7060
H -3.8937 1.0069 5.9634
H -3.7011 1.5516 4.3381
H -0.8849 1.9535 4.5842
C 2.0440 -4.9039 -0.1304
C 1.7266 -4.2803 -1.4992
C 0.1924 -4.0196 -1.5765
O 2.4151 -3.0730 -1.6664
H 1.6519 -4.2771 0.6728
H 3.1257 -4.8148 -0.0691
H 1.6783 -5.9301 -0.0283
H 2.0486 -4.9482 -2.3051
H -0.1395 -3.3511 -0.7755
H -0.2449 -5.0114 -1.5428
H -0.0074 -3.6637 -2.5850
H 1.7316 -2.3827 -1.7788
C 3.4817 1.9492 1.2477
C 3.7074 2.7413 -0.0227
C 4.4766 1.9605 -1.1025
O 2.4087 3.0795 -0.5438
H 2.8964 1.0628 1.0033
H 2.9978 2.5893 1.9796
H 4.4314 1.6718 1.7144
H 4.2070 3.7100 0.2065
H 4.4775 2.5195 -2.0455
H 4.0405 0.9771 -1.2913
H 5.4962 1.7516 -0.7382
H 2.4532 3.2657 -1.4943
C 0.5170 -1.0552 1.4073
C -0.0874 0.0914 0.5116
C -0.3640 -0.3795 -0.9032
O 0.8104 -0.8462 -1.6059
C 1.3487 0.1302 -2.4378
N -1.3842 0.5444 1.0056
H 1.5565 -1.3058 1.1376
H -0.1922 -1.8884 1.3754
H 0.4705 -0.7202 2.4410
H 0.6340 0.9178 0.4902
H -0.7949 0.4645 -1.4583
H -1.0776 -1.2034 -0.8589
H 0.6364 0.4781 -3.2110
H 2.1691 -0.3222 -2.9548
H 1.7078 0.9829 -1.8339
H -1.2405 0.7756 1.9802
H -2.0184 -0.2589 1.0319
```

## Properties
- Total charge: 0
- ΔE to the lowest compared entry with this formula, charge and spin: 0.0 kcal per mole